Formula: C4H6OS
Source: the Open Molecules 2025 dataset
Level of theory: the ωB97M-V functional and the def2-TZVPD basis

```
12
Properties=species:S:1:pos:R:3:forces:R:3
C -1.1565 -0.8923 -0.0090 0.019 -0.559 -0.202
C -0.1540 -0.0352 -0.1071 1.297 0.536 -0.131
C -0.0871 1.1685 -1.0222 -0.084 -0.845 1.262
C 1.0970 -0.2525 0.7289 0.295 0.446 -1.169
O 0.9473 -1.0212 1.7861 0.784 -0.242 0.513
S 2.5584 0.3891 0.4076 -0.205 -0.026 -0.144
H -0.9922 -1.8770 0.4205 -0.309 0.185 0.393
H -2.1020 -0.7216 -0.4886 -0.166 -0.028 -0.314
H 0.2274 1.9690 -0.3922 0.190 0.995 0.139
H 0.6748 1.0353 -1.7685 0.276 -0.177 -0.341
H -1.0321 1.3794 -1.4603 -0.785 0.143 -0.440
H 0.0191 -1.1413 1.9049 -1.312 -0.428 0.432
```
Positions in Å, forces in eV/Å.

Properties
strongest force on any atom = 1.5 eV/A
structure (SMILES) = C=C(C)C(O)=S
energy = -17126.9549 eV
HOMO level = -8.76 eV

Mulliken atomic charge list, values in e, 5 entries: atom 1 (C): -1.0436, atom 2 (C): 0.8106, atom 3 (C): -1.4064, atom 4 (C): 0.3665, atom 5 (O): -0.4252

Formula: CH2O3Tl
Source: the Open Molecules 2025 dataset
Level of theory: the ωB97M-V functional and the def2-TZVPD basis

```
7
Properties=species:S:1:pos:R:3:forces:R:3
H 1.7988 0.4113 -0.2000 -1.909 3.335 -0.370
O -0.9929 0.4706 -0.6525 -2.710 1.673 1.754
C 0.1129 0.6778 0.0411 4.768 -3.846 -5.238
O 1.0520 1.3750 -0.4892 1.554 0.584 1.200
O 0.6719 -0.4163 0.3955 -0.158 -0.395 2.938
Tl -0.6858 -2.1698 0.7033 -0.958 -1.641 0.274
H -1.7277 0.9786 -0.2809 -0.587 0.289 -0.559
```
Positions in Å, forces in eV/Å.

Properties
strongest force on any atom = 8.1 eV/A
net charge = +1
energy = -11895.9790 eV
HOMO level = -15.37 eV

Mulliken atomic charge list, values in e, 5 entries: atom 1 (H): 0.5303, atom 2 (O): -0.3848, atom 3 (C): 0.8150, atom 4 (O): -0.4319, atom 5 (O): -0.6508

Formula: C8H14F6NO16S5SrZr
Source: the Open Molecules 2025 dataset
Level of theory: the ωB97M-V functional and the def2-TZVPD basis

```
52
Properties=species:S:1:pos:R:3:forces:R:3
Sr 2.3981 -2.5868 -0.5565 -1.488 -1.050 0.839
Zr -2.5652 -1.4535 1.5420 5.843 5.009 -0.407
S -0.4764 -3.6588 -0.2312 -0.975 -8.430 -1.361
O -1.4631 -2.7075 0.2955 -5.736 3.258 3.890
O 0.0976 -3.0098 -1.3418 1.585 2.463 -4.569
O 0.5631 -3.7237 0.7331 2.911 -0.261 3.275
O -1.0895 -4.9949 -0.5225 0.862 3.945 0.837
O 0.6697 1.3971 0.5260 -0.317 0.791 0.773
C 0.4604 0.1316 0.7910 -3.980 -2.827 0.427
O -0.6566 -0.2458 1.2929 0.445 0.181 0.498
O 1.3694 -0.6098 0.4014 1.348 -1.399 -0.018
H 1.5791 1.1257 0.3814 1.702 2.122 -0.945
O -3.3473 -0.1504 5.5239 -1.433 0.071 -0.110
C -2.2412 -0.6046 5.0112 3.916 -0.249 -0.828
O -2.2396 -0.8419 3.7086 -1.269 -2.124 -2.692
O -1.2320 -0.6322 5.7153 -1.040 -0.434 -1.208
H -2.9267 -0.0264 6.3779 -0.901 0.575 1.561
C 5.8526 -2.6100 -3.3625 1.701 0.142 0.838
F 6.1546 -2.9883 -2.0224 -1.022 0.716 -3.037
F 6.6554 -1.6384 -3.7496 -0.686 -0.181 0.880
F 6.0217 -3.5790 -4.2323 -0.958 -0.075 1.181
S 3.9717 -2.0520 -3.3988 -1.469 0.613 -5.545
O 3.5425 -1.4742 -4.7317 2.307 -0.924 4.916
O 3.2235 -3.2157 -3.0479 -0.101 -0.585 1.552
N 3.8179 -1.0194 -1.9807 1.195 0.847 -2.398
S 4.2784 0.4630 -2.4281 1.455 2.155 0.540
O 5.5200 0.6066 -3.1618 -1.238 -0.886 0.631
O 3.1580 1.1559 -3.0432 -0.070 -0.801 0.364
C 4.6242 1.2851 -0.7257 1.509 0.329 -1.471
F 3.5132 1.8887 -0.3771 0.148 0.079 0.604
F 4.9816 0.3200 0.1414 -0.161 1.408 -0.614
F 5.6158 2.2151 -0.9802 -1.951 -2.110 1.048
C -1.7845 2.8935 2.0918 -0.590 -0.154 0.574
S -3.4003 2.0812 1.8277 -0.301 1.427 1.092
O -3.0744 0.6227 1.7114 -0.746 -2.551 0.179
C -4.2232 2.1842 3.5067 1.049 0.633 -0.590
H -1.1991 2.4400 2.8916 -0.289 -0.316 0.045
H -2.0545 3.9010 2.4085 0.137 0.192 -0.283
H -1.1894 2.8609 1.1792 -0.367 0.119 -0.033
H -4.6466 3.1722 3.6877 -0.013 0.096 -0.448
H -3.4243 2.0508 4.2362 -0.278 -0.470 0.034
H -5.0220 1.4431 3.5338 0.332 -0.102 -0.050
C -4.2597 0.3915 -2.3604 -0.065 0.958 0.280
S -2.5080 -0.0197 -1.8971 -0.641 0.698 -0.188
O -2.5632 -0.4167 -0.4009 -1.074 -0.266 -0.797
C -1.7793 1.7090 -1.9248 0.271 0.088 0.822
H -4.4796 1.4237 -2.0876 0.285 0.077 0.262
H -5.0222 -0.2009 -1.8546 0.559 -0.510 0.076
H -4.4502 0.3619 -3.4332 0.571 -0.452 -0.079
H -2.0668 2.2919 -1.0499 -0.419 -0.471 0.299
H -1.9919 2.3932 -2.7462 -0.519 -0.824 -0.576
H -0.6924 1.6513 -1.8673 -0.031 -0.544 -0.067
```
Positions in Å, forces in eV/Å.

Properties
strongest force on any atom = 8.6 eV/A
net charge = +2
multiplicity = 2
energy = -115353.0088 eV
HOMO level (alpha / beta) = -14.54 / -14.54 eV

Mulliken atomic charge list, values in e, 5 entries: atom 1 (Sr): 2.1308, atom 2 (Zr): 2.4640, atom 3 (S): 1.4754, atom 4 (O): -0.6922, atom 5 (O): -0.8545

Formula: C4H8O2
Source: the Open Molecules 2025 dataset
Level of theory: the ωB97M-V functional and the def2-TZVPD basis

```
14
Properties=species:S:1:pos:R:3:forces:R:3
C -1.5261 2.1956 -0.0211 -0.347 0.010 -0.057
C -1.8217 1.0550 -0.6247 -0.502 -0.269 -0.729
O -2.1234 0.1458 -1.2891 0.215 0.833 0.578
H -1.2831 2.2215 1.0334 0.002 -0.042 -0.223
H -1.7674 3.1001 -0.5576 -0.083 0.038 0.019
C 1.5843 -1.6255 0.4991 0.106 -0.096 0.015
C 0.5541 -0.8513 -0.2925 0.157 -0.193 -0.067
O -0.0857 0.0521 0.5999 0.215 0.139 0.152
H 2.3092 -0.9271 0.9284 -0.010 -0.154 -0.064
H 1.0845 -2.1408 1.3253 0.119 0.015 -0.120
H 2.1104 -2.3592 -0.1171 -0.034 0.040 0.050
H 1.0095 -0.3104 -1.1348 -0.056 -0.081 0.176
H -0.2118 -1.5132 -0.7173 0.102 0.110 0.130
H 0.1674 0.9572 0.3680 0.116 -0.349 0.140
```
Positions in Å, forces in eV/Å.

Properties
strongest force on any atom = 1.0 eV/A
structure (SMILES) = C=C=O.CCO
energy = -8371.0866 eV
HOMO level = -9.19 eV

Mulliken atomic charge list, values in e, 5 entries: atom 1 (C): -1.2359, atom 2 (C): 1.0485, atom 3 (O): -0.3858, atom 4 (H): 0.3471, atom 5 (H): 0.2630

Formula: C32H56BN4O6
Source: the Open Molecules 2025 dataset
Level of theory: the ωB97M-V functional and the def2-TZVPD basis

```
99
Properties=species:S:1:pos:R:3:forces:R:3
C -0.1357 -1.7385 5.7872 1.152 5.257 -8.686
C 0.1262 -1.0112 4.5957 -2.881 -4.405 7.465
C 0.1901 -0.0202 3.2709 0.597 -1.199 -0.212
C -0.9386 1.2104 3.2047 0.151 -0.311 1.146
B -0.3496 2.7000 3.5842 0.048 1.580 0.238
O -1.2235 3.8755 3.8319 0.585 -3.878 0.836
N 1.1619 2.8552 3.7048 -1.395 1.955 0.220
C 1.4029 3.1483 5.1877 -0.273 -1.138 0.263
C 1.7051 3.9516 2.8153 1.156 -0.073 -1.497
C -1.5364 1.1380 1.6763 -2.464 -0.116 1.840
C -2.2942 2.4367 1.0234 -0.444 -0.575 -1.207
C -3.6218 1.9031 0.1586 -0.433 -0.535 -0.934
N -4.9303 2.0913 0.8938 0.630 0.379 -1.880
N -0.3309 0.5318 0.9355 0.648 0.324 0.242
C -0.4019 0.3814 -0.5678 -0.072 -1.787 -2.786
C 0.9234 0.8953 -1.3840 0.144 0.606 -0.079
C 1.2520 2.4954 -1.2435 0.181 1.022 -0.711
C 2.7179 2.9262 -1.9243 0.174 0.149 0.122
C 3.2203 1.8134 -3.0187 0.021 0.473 0.117
C 4.5341 2.2462 -3.8986 0.820 -0.725 1.024
C 5.0978 0.9501 -4.7923 0.186 -0.156 0.656
C 3.9945 -0.2522 -4.9597 -0.106 -0.203 -0.228
C 4.4302 -1.4505 -5.9960 -0.975 0.200 -0.841
C 3.1389 -2.5017 -6.0935 0.357 0.321 0.014
C 3.0843 -3.5841 -4.8592 -0.911 -1.043 -1.371
O 4.3034 -3.6477 -4.0380 -2.497 0.810 1.244
C 4.0187 -3.4371 -2.6058 1.102 0.518 1.023
C -0.0380 -0.7271 1.7789 -0.283 -2.225 1.134
C 1.1529 -1.7408 1.2875 0.336 -0.084 1.808
C 0.7381 -3.2692 1.8253 -0.475 0.228 -1.229
C 1.7381 -4.4448 1.2644 -0.340 -0.402 0.506
C 3.0057 -4.8000 2.2427 -0.501 -1.455 -0.225
N 4.1640 -5.3833 1.4100 -0.938 0.955 0.522
H -0.5495 -2.3509 6.7017 1.290 1.549 -2.380
H 1.3241 0.2668 3.2059 -2.266 0.204 0.426
H -1.7234 1.0065 4.0657 1.099 0.047 -2.180
H -2.0254 3.5103 4.3311 1.183 0.971 -1.349
H 0.5289 2.5837 5.7692 1.913 1.339 -0.847
H 2.4002 2.6112 5.4875 -1.796 1.365 -0.333
H 1.3783 4.2960 5.4162 0.070 -2.218 -0.272
H 2.6270 3.4778 2.2280 -1.719 1.207 1.151
H 2.1085 4.8964 3.3821 -0.995 -1.784 -0.975
H 0.9462 4.2933 1.9657 1.384 -0.611 1.938
H -2.3936 0.3124 1.7205 2.096 1.515 -0.416
H -2.7293 3.2002 1.8088 1.314 -1.677 -1.473
H -1.5873 2.9331 0.2308 -1.088 -0.559 1.767
H -3.6861 2.4474 -0.8964 0.603 -0.988 2.076
H -3.5411 0.7429 -0.0895 0.125 2.330 0.561
H -5.5899 1.3163 0.5869 0.162 0.668 0.577
H -5.3696 2.9569 0.4692 0.512 -1.348 0.948
H 0.5227 1.1272 1.0876 -1.069 -0.183 0.059
H -1.3386 0.8660 -1.0745 1.646 -0.711 1.588
H -0.4886 -0.7899 -0.7787 0.037 2.578 0.463
H 1.8964 0.3098 -1.0638 -2.101 0.943 -0.606
H 0.7039 0.7038 -2.5418 0.494 0.142 2.732
H 1.2811 2.8991 -0.1445 -0.209 -0.965 -1.858
H 0.4520 3.1520 -1.8202 1.345 -1.622 1.306
H 3.4990 3.0680 -1.0480 -1.419 -0.480 -1.864
H 2.6232 4.0006 -2.4327 0.065 -2.406 1.050
H 3.5310 0.8348 -2.4141 -0.866 2.041 -1.501
H 2.2974 1.6092 -3.7456 2.127 0.238 1.610
H 5.4042 2.4796 -3.1178 -1.907 -0.255 -1.646
H 4.4005 3.2054 -4.5565 -0.056 -1.934 1.242
H 6.0366 0.4660 -4.2361 -1.969 1.188 -1.233
H 5.4734 1.3962 -5.8081 -0.813 -1.217 1.754
H 2.9784 0.2246 -5.3248 2.024 -1.067 0.501
H 3.7357 -0.7803 -3.9215 0.765 1.275 -2.130
H 4.5630 -1.0100 -7.0924 -0.223 -0.759 2.356
H 5.4348 -1.9948 -5.7239 -2.134 1.087 -0.271
H 2.1503 -1.8366 -6.0405 2.136 -1.500 -0.271
H 3.1358 -3.1030 -7.1236 0.100 1.454 2.281
H 2.0963 -3.3745 -4.2631 2.121 -0.427 -0.690
H 2.9554 -4.6599 -5.3586 0.222 2.246 1.168
H 3.0500 -2.8160 -2.3842 1.638 -1.249 -0.693
H 3.9916 -4.4471 -1.9839 -0.076 1.943 -1.480
H 4.9230 -2.7896 -2.1762 -1.860 -1.449 -0.907
H -1.0055 -1.3917 1.7914 1.617 1.615 -0.168
H 1.3475 -1.7144 0.1331 -0.358 -0.092 2.281
H 2.1172 -1.4554 1.9293 -1.766 -0.396 -1.829
H 0.6662 -3.2741 3.0163 0.077 0.015 -2.719
H -0.3259 -3.4754 1.3249 2.142 0.367 1.415
H 2.1543 -4.2386 0.1838 -0.887 -0.064 2.089
H 1.0913 -5.4397 1.1769 1.355 2.131 0.134
H 3.3460 -3.9329 2.9512 -0.495 -1.516 -1.651
H 2.6642 -5.7009 2.9462 0.692 2.120 -1.356
H 4.6550 -4.6243 0.8859 -0.820 -1.090 0.386
H 3.8030 -6.1304 0.7701 0.477 1.260 0.722
C -9.0064 1.4529 1.1536 -1.243 1.801 0.820
C -8.4588 0.2913 0.7569 0.280 -1.466 -0.308
C -9.3796 -0.9096 0.9508 -2.420 -0.515 1.002
O -9.1100 -2.0597 0.5900 0.795 0.217 -0.261
C -10.6875 -0.6916 1.6232 1.881 -2.177 -1.127
C -11.2299 0.4689 2.0321 -1.464 1.975 0.960
C -10.3531 1.6838 1.7403 1.795 0.773 -0.735
O -10.6853 2.8521 1.9633 -0.392 -0.514 0.178
O -12.3469 0.6542 2.6062 0.621 -0.195 -0.321
O -7.3090 0.0972 0.2554 0.893 0.269 -0.136
H -8.4308 2.3654 1.0452 0.094 0.164 -0.060
H -11.2420 -1.6097 1.7803 -0.077 -0.073 -0.029
```
Positions in Å, forces in eV/Å.

Properties
strongest force on any atom = 10.2 eV/A
net charge = -1
energy = -52996.1523 eV
HOMO level = -1.39 eV

Mulliken atomic charge list, values in e, 5 entries: atom 1 (C): -0.6739, atom 2 (C): -0.7958, atom 3 (C): 0.7280, atom 4 (C): -0.2924, atom 5 (B): 0.1742